(1)
Below is a cluster of 2 separate species, C5H10O in total, with properties calculated with wB97M-V/def2-TZVPD.

Values from the calculation:
Total energy = -7392.1815 eV
Structure (SMILES) = C=C/C=C\C.O
F_max = 3.0 eV Å⁻¹
Total charge = 0
LUMO energy = 0.5967 eV
HOMO energy = -0.3088 Eh
Energy relative to the best compared isomer or geometry (same formula, charge and spin) = 249.3 kJ/mol
Frontier orbital gap = 8.999 eV

Last column: Löwdin charge in e.
Positions of all 16 atoms, in Å:
C 1.0920 -0.6525 2.2778  0.005
C 0.2952 -0.1088 1.3423  -0.211
C -0.2176 -0.6404 0.1052  -0.140
C -1.4920 -0.5044 -0.3111  -0.146
C -2.3665 0.6849 -0.0427  -0.118
H 1.7343 -0.2000 3.0254  0.050
H 1.1685 -1.7441 2.2697  0.054
H -0.2115 0.8350 1.5692  0.091
H 0.2696 -1.4899 -0.3681  0.100
H -1.9751 -1.2703 -0.9150  0.096
H -2.2829 1.5519 -0.7266  0.086
H -2.2456 0.9860 1.0155  0.066
H -3.4520 0.5291 0.0401  0.068
O 3.5724 0.5002 -3.0357  -0.065
H 3.0591 0.5123 -3.8474  0.028
H 3.0520 1.0111 -2.3984  0.036

***

(2)
Below is the molecule C5H10O, with properties calculated with wB97M-V/def2-TZVPD.

Values from the calculation:
Total energy = -7391.6581 eV
Structure (SMILES) = COC1(C)CC1
F_max = 3.4 eV Å⁻¹
Total charge = 0
LUMO energy = 1.0076 eV
HOMO energy = -0.3547 Eh
Energy relative to the best compared isomer or geometry (same formula, charge and spin) = 299.8 kJ/mol
Frontier orbital gap = 10.658 eV

Last column: Löwdin charge in e.
Positions of all 16 atoms, in Å:
C 1.8074 -0.5446 0.1768  -0.136
O 0.8201 -0.1870 -0.8012  -0.156
C -0.3306 0.2312 -0.0786  -0.585
C -0.0254 1.6892 0.2671  -0.022
C -1.0446 -0.9003 0.7593  -0.062
C -1.5834 -0.3415 -0.5399  -0.110
H 2.2140 0.3403 0.7800  0.073
H 1.4717 -1.3589 0.9478  0.103
H 2.7979 -0.8891 -0.3768  0.117
H -0.2922 2.2613 -0.6545  0.084
H -0.8228 1.7646 1.1928  0.131
H 1.1271 1.8397 0.6339  0.111
H -1.4316 -0.6929 1.7817  0.106
H -0.5164 -1.9085 0.6751  0.111
H -1.5153 -0.9084 -1.4772  0.116
H -2.5336 0.2440 -0.6010  0.120

***

(3)
Below is the molecule C5H10O, with properties calculated with wB97M-V/def2-TZVPD.

Values from the calculation:
Total energy = -7391.2167 eV
F_max = 0.5 eV Å⁻¹
Total charge = 0
LUMO energy (alpha / beta) = -0.9043 / -0.9168 eV
HOMO energy (alpha / beta) = -0.2913 / -0.2911 Eh
Energy relative to the best compared isomer or geometry (same formula, charge and spin) = 342.4 kJ/mol
Frontier orbital gap (alpha / beta) = 7.022 / 7.005 eV

Last column: Löwdin charge in e.
Positions of all 16 atoms, in Å:
C -1.7163 0.6767 -0.6680  -0.035
C -0.5518 0.0333 -0.0321  -0.139
C -0.6296 -0.3419 1.3991  -0.018
C 0.6872 -0.0100 -0.8360  -0.652
O 0.7841 1.1067 -1.5242  -0.147
C 1.9650 -0.4191 -0.0775  -0.045
H -1.5625 0.7404 -1.7486  0.099
H -1.7613 1.7183 -0.3176  0.119
H -2.6558 0.1940 -0.3755  0.093
H 0.4069 -0.9634 -1.4309  0.187
H -0.1028 0.4457 1.9619  0.122
H -0.0879 -1.2705 1.6027  0.094
H -1.6539 -0.4041 1.7759  0.088
H 1.8804 -1.3884 0.4274  0.069
H 2.7745 -0.4745 -0.8080  0.082
H 2.2238 0.3567 0.6512  0.083

***

(4)
Below is the molecule C5H10O, with properties calculated with wB97M-V/def2-TZVPD.

Values from the calculation:
Total energy = -7390.1588 eV
F_max = 0.5 eV Å⁻¹
Total charge = 0
LUMO energy (alpha / beta) = 0.4872 / 0.4885 eV
HOMO energy (alpha / beta) = -0.2416 / -0.2417 Eh
Energy relative to the best compared isomer or geometry (same formula, charge and spin) = 444.5 kJ/mol
Frontier orbital gap (alpha / beta) = 7.062 / 7.065 eV

Last column: Löwdin charge in e.
Positions of all 16 atoms, in Å:
C -2.1755 0.0877 0.6220  -0.073
C -0.7584 -0.2514 0.1853  -0.376
O -0.0603 1.1007 -0.3869  -0.129
C 0.1582 -0.7160 1.1837  -0.156
C 1.5872 -0.8212 0.6879  -0.279
C 1.7679 0.5751 0.2303  0.077
H -2.1587 0.7588 1.4877  0.080
H -2.7121 -0.8264 0.9043  0.081
H -2.7404 0.5753 -0.1807  0.072
H -0.7605 -0.8578 -0.7373  0.124
H -0.1765 1.1583 -1.3625  0.096
H 0.0177 -0.3298 2.1952  0.081
H 2.2769 -1.0830 1.5015  0.117
H 1.7162 -1.5461 -0.1271  0.109
H 2.1277 0.8467 -0.7646  0.084
H 1.8742 1.3475 0.9877  0.094

***

(5)
Below is a structure of composition C5H10O, with properties calculated with wB97M-V/def2-TZVPD.

Values from the calculation:
Total energy = -7391.7762 eV
F_max = 1.5 eV Å⁻¹
Total charge = 0
LUMO energy = 0.3508 eV
HOMO energy = -0.3299 Eh
Energy relative to the best compared isomer or geometry (same formula, charge and spin) = 288.4 kJ/mol
Frontier orbital gap = 9.327 eV

Last column: Löwdin charge in e.
Positions of all 16 atoms, in Å:
C 1.6915 0.9621 -0.3911  -0.051
C 0.4719 0.2162 0.0201  -0.205
C 0.5892 -0.6711 1.2430  -0.021
C -0.8171 0.4256 -0.6298  -0.536
O -0.1510 0.0871 -1.7750  -0.071
C -1.9099 -0.5853 -0.3221  -0.049
H 1.4355 1.6971 -1.1500  0.089
H 2.3447 0.2226 -0.8715  0.102
H 2.2470 1.3879 0.4522  0.087
H -1.1656 1.4525 -0.4766  0.143
H 0.6591 -1.7213 0.9711  0.095
H -0.2960 -0.5583 1.8889  0.087
H 1.4703 -0.4141 1.8502  0.087
H -2.2744 -0.4845 0.7014  0.071
H -2.7319 -0.4029 -1.0186  0.082
H -1.5633 -1.6136 -0.4924  0.089

***

(6)
Below is a cluster of 2 separate species, C5H10O in total, with properties calculated with wB97M-V/def2-TZVPD.

Values from the calculation:
Total energy = -7392.3026 eV
Structure (SMILES) = C/C=C1/CO1.C
F_max = 0.4 eV Å⁻¹
Total charge = 0
LUMO energy = 1.0435 eV
HOMO energy = -0.3263 Eh
Energy relative to the best compared isomer or geometry (same formula, charge and spin) = 237.6 kJ/mol
Frontier orbital gap = 9.924 eV

Last column: Löwdin charge in e.
Positions of all 16 atoms, in Å:
C 0.6472 1.7584 -0.7482  -0.094
C 0.4291 1.1097 0.5839  -0.132
C -0.6605 0.4401 0.8970  -0.348
C -1.6099 -0.1443 1.7885  -0.035
O -1.8298 0.0252 0.3486  0.031
H 1.6317 1.5301 -1.1692  0.073
H 0.5780 2.8455 -0.6214  0.075
H -0.1218 1.4538 -1.4649  0.079
H 1.1600 1.2421 1.3752  0.109
H -1.5308 -1.1711 2.1347  0.112
H -2.1864 0.5438 2.4030  0.113
C 0.7005 -1.9282 -1.1069  -0.038
H 0.1354 -2.7558 -0.6716  0.022
H 1.6890 -2.2760 -1.4142  0.019
H 0.1605 -1.5331 -1.9716  0.027
H 0.8075 -1.1402 -0.3629  -0.013

***

(7)
Below is a cluster of 2 separate species, C5H10O in total, with properties calculated with wB97M-V/def2-TZVPD.

Values from the calculation:
Total energy = -7389.3173 eV
F_max = 0.4 eV Å⁻¹
Total charge = 0
LUMO energy = 0.9445 eV
HOMO energy = -0.3231 Eh
Energy relative to the best compared isomer or geometry (same formula, charge and spin) = 525.7 kJ/mol
Frontier orbital gap = 9.738 eV

Last column: Löwdin charge in e.
Positions of all 16 atoms, in Å:
C -0.5241 2.4861 0.6287  -0.103
O -0.6059 1.1923 0.0662  -0.167
C -0.3964 0.1747 0.9772  -0.405
C -0.7334 -1.1725 0.7351  0.065
C 1.2599 -2.1405 -0.8609  -0.108
C 0.8431 -1.3013 -1.8070  -0.085
H 0.4374 2.6441 1.1383  0.089
H -0.6158 3.2012 -0.1914  0.090
H -1.3380 2.6579 1.3474  0.091
H 0.3892 0.4094 1.7078  0.127
H -1.3287 -0.1079 1.6625  0.153
H -1.4348 -1.1653 -0.1197  0.029
H 0.8881 -3.1591 -0.7903  0.057
H 2.0003 -1.8473 -0.1210  0.058
H 1.2088 -0.2796 -1.8729  0.053
H 0.1087 -1.6010 -2.5513  0.056

***

(8)
Below is the molecule C5H10O, with properties calculated with wB97M-V/def2-TZVPD.

Values from the calculation:
Total energy = -7393.4817 eV
Structure (SMILES) = C/C=C/[C@H](C)O
F_max = 1.0 eV Å⁻¹
Total charge = 0
LUMO energy = 1.0764 eV
HOMO energy = -0.3479 Eh
Energy relative to the best compared isomer or geometry (same formula, charge and spin) = 123.9 kJ/mol
Frontier orbital gap = 10.544 eV

Last column: Löwdin charge in e.
Positions of all 16 atoms, in Å:
C -0.8709 0.7407 -2.2065  -0.101
C -0.0555 0.3248 -1.0184  -0.177
C -0.2096 0.8073 0.2188  -0.072
C 0.1193 -0.0519 1.4187  -0.434
C 1.4234 -0.8373 1.4390  -0.054
O -0.9879 -0.9612 1.3569  -0.056
H -1.8023 1.2295 -1.8991  0.076
H -1.1510 -0.1199 -2.8303  0.076
H -0.2952 1.4260 -2.8314  0.072
H 0.6662 -0.4782 -1.1771  0.104
H -0.9659 1.5677 0.4177  0.118
H 0.0317 0.5147 2.3546  0.135
H 1.5105 -1.4689 0.5495  0.069
H 1.4117 -1.5057 2.3070  0.082
H 2.3041 -0.1908 1.5093  0.082
H -1.1286 -0.9966 0.3914  0.079

***

(9)
Below is a structure of composition C5H10O, with properties calculated with wB97M-V/def2-TZVPD.

Values from the calculation:
Total energy = -7389.0076 eV
F_max = 1.5 eV Å⁻¹
Total charge = 0
LUMO energy (alpha / beta) = 0.6939 / 0.1970 eV
HOMO energy (alpha / beta) = -0.2784 / -0.2524 Eh
Energy relative to the best compared isomer or geometry (same formula, charge and spin) = 555.5 kJ/mol
Frontier orbital gap (alpha / beta) = 8.268 / 7.066 eV

Last column: Löwdin charge in e.
Positions of all 16 atoms, in Å:
O 1.6995 0.1573 1.5687  0.024
C 1.4876 -0.5920 0.4770  -0.220
C 0.3038 -0.5855 -0.2745  -0.358
C -1.1384 -0.7251 0.4317  -0.142
C -1.7819 0.3583 -0.4043  -0.197
C -0.3384 0.8016 -0.6230  -0.114
H 0.9377 0.7432 1.7002  0.097
H 2.0638 0.8317 -1.2409  0.082
H 2.3291 -1.2424 0.2647  0.119
H 0.3804 -1.2417 -1.1449  0.144
H -1.0774 -0.4686 1.4919  0.112
H -1.4917 -1.7544 0.3159  0.111
H -2.2536 -0.0240 -1.3160  0.105
H -2.4590 1.0430 0.1080  0.101
H -0.0382 1.5702 0.1083  0.081
H 1.3766 1.1285 -1.4628  0.057

***

(10)
Below is the molecule C5H10O, with properties calculated with wB97M-V/def2-TZVPD.

Values from the calculation:
Total energy = -7391.7732 eV
Structure (SMILES) = CC[C@H]1C[C@H]1O
F_max = 2.9 eV Å⁻¹
Total charge = 0
LUMO energy = 0.9674 eV
HOMO energy = -0.3486 Eh
Energy relative to the best compared isomer or geometry (same formula, charge and spin) = 288.7 kJ/mol
Frontier orbital gap = 10.452 eV

Last column: Löwdin charge in e.
Positions of all 16 atoms, in Å:
C 1.9221 -0.7167 -0.2863  -0.116
C 0.4335 -0.6451 -0.3132  -0.298
C -0.3559 -0.2170 0.8974  -0.233
C -0.5495 1.2704 0.9633  -0.070
C -1.4975 0.4248 0.1468  -0.195
O -1.4628 0.5556 -1.4499  -0.141
H 2.2354 -1.4041 0.5002  0.068
H 2.2644 0.2847 -0.0142  0.072
H 2.3428 -1.0307 -1.2451  0.075
H 0.1631 0.1220 -1.1708  0.131
H 0.0319 -1.5890 -0.6977  0.115
H -0.4501 -0.7709 1.8578  0.150
H -0.9241 1.7267 1.8869  0.109
H 0.1748 1.8910 0.4444  0.111
H -2.5366 0.3411 0.4158  0.124
H -1.7914 -0.2428 -1.9354  0.096

***

(11)
Below is a structure of composition C5H10O, with properties calculated with wB97M-V/def2-TZVPD.

Values from the calculation:
Total energy = -7390.9526 eV
F_max = 0.7 eV Å⁻¹
Total charge = 0
LUMO energy = 0.8644 eV
HOMO energy = -0.3117 Eh
Energy relative to the best compared isomer or geometry (same formula, charge and spin) = 367.9 kJ/mol
Frontier orbital gap = 9.347 eV

Last column: Löwdin charge in e.
Positions of all 16 atoms, in Å:
C 1.4980 -0.8797 -0.1373  -0.062
C 0.2855 -0.0942 0.2504  -0.290
C -0.1164 1.2032 0.3377  -0.100
C -1.3237 0.9698 -0.5108  -0.108
C -1.1042 -0.5260 -0.0837  -0.358
O -1.2434 -1.5917 -0.9756  -0.008
H 1.6324 -1.8297 0.3870  0.084
H 1.3036 -1.1317 -1.1909  0.090
H 2.4208 -0.2986 -0.1009  0.061
H 1.7407 0.7610 1.7528  0.084
H 0.1468 2.0613 0.9366  0.073
H 1.8864 1.3649 1.3414  0.074
H -2.2660 1.5000 -0.3591  0.096
H -1.0300 1.0171 -1.5685  0.117
H -1.6740 -0.6935 0.8428  0.152
H -2.1650 -1.8688 -0.9476  0.095

***

(12)
Below is a cluster of 2 separate species, C5H10O in total, with properties calculated with wB97M-V/def2-TZVPD.

Values from the calculation:
Total energy = -7393.0954 eV
Structure (SMILES) = C[C@H]1CCC1=O.[H][H]
F_max = 0.6 eV Å⁻¹
Total charge = 0
LUMO energy = 0.9463 eV
HOMO energy = -0.3486 Eh
Energy relative to the best compared isomer or geometry (same formula, charge and spin) = 161.1 kJ/mol
Frontier orbital gap = 10.433 eV

Last column: Löwdin charge in e.
Positions of all 16 atoms, in Å:
C 1.2889 -0.9558 0.3246  -0.061
C 0.3321 0.2197 0.4373  -0.289
C 0.6244 1.5238 -0.3579  -0.134
C -0.8227 1.5351 -0.9154  -0.080
C -0.9798 0.1264 -0.3456  -0.380
O -1.7689 -0.7625 -0.5325  0.072
H 0.8715 -1.8436 0.8097  0.063
H 1.4763 -1.2045 -0.7262  0.086
H 2.2505 -0.7239 0.7951  0.079
H 0.1115 0.4408 1.4905  0.150
H 0.9150 2.3919 0.2380  0.104
H 1.3726 1.3644 -1.1405  0.110
H -1.4843 2.2514 -0.4161  0.119
H -0.9591 1.6250 -1.9968  0.115
H -1.5622 -3.1358 1.4703  0.035
H -1.6473 -2.6014 0.9569  0.011

***

(13)
Below is a cluster of 2 separate species, C5H10O in total, with properties calculated with wB97M-V/def2-TZVPD.

Values from the calculation:
Total energy = -7393.1245 eV
Structure (SMILES) = OC1CC=CC1.[H][H]
F_max = 0.4 eV Å⁻¹
Total charge = 0
LUMO energy = 1.0198 eV
HOMO energy = -0.3399 Eh
Energy relative to the best compared isomer or geometry (same formula, charge and spin) = 158.3 kJ/mol
Frontier orbital gap = 10.268 eV

Last column: Löwdin charge in e.
Positions of all 16 atoms, in Å:
O 0.7046 -1.2763 1.1737  -0.047
C 1.0892 -0.5469 0.0183  -0.382
C 0.8367 0.9676 0.2016  -0.139
C -0.5210 1.1712 -0.4202  -0.128
C -0.9076 0.1088 -1.1218  -0.106
C 0.1336 -0.9828 -1.1050  -0.134
H 1.2650 -0.9824 1.9024  0.092
H 2.1389 -0.7561 -0.2331  0.137
H 0.8606 1.2453 1.2638  0.111
H 1.6022 1.5743 -0.3028  0.114
H -1.0865 2.0906 -0.3002  0.100
H -1.8404 0.0255 -1.6717  0.102
H -0.2614 -1.9821 -0.8865  0.116
H 0.6515 -1.0346 -2.0718  0.115
H -2.6951 0.2944 1.9729  0.033
H -2.1165 0.0625 1.5666  0.013

***

(14)
Below is the molecule C5H10O, with properties calculated with wB97M-V/def2-TZVPD.

Values from the calculation:
Total energy = -7392.3513 eV
Structure (SMILES) = CC[C@@H](C)C=O
F_max = 4.3 eV Å⁻¹
Total charge = 0
LUMO energy = 0.9714 eV
HOMO energy = -0.3314 Eh
Energy relative to the best compared isomer or geometry (same formula, charge and spin) = 232.9 kJ/mol
Frontier orbital gap = 9.989 eV

Last column: Löwdin charge in e.
Positions of all 16 atoms, in Å:
C 0.4245 1.6305 -1.2967  -0.113
C 0.1938 1.0325 0.0864  -0.253
C 0.2168 -0.5010 0.0940  -0.334
C 0.2210 -1.0741 1.5250  -0.081
C -0.9576 -1.2049 -0.6838  -0.147
O -1.4210 -2.2223 -0.1509  -0.038
H -0.3165 1.2546 -2.0103  0.070
H 0.3542 2.7226 -1.2716  0.071
H 1.4185 1.3682 -1.6785  0.075
H 0.9625 1.4003 0.7823  0.113
H -0.7675 1.3749 0.4907  0.116
H 1.1450 -0.8261 -0.4058  0.142
H -0.6379 -0.7038 2.0962  0.087
H 0.1607 -2.1640 1.5188  0.072
H 1.1309 -0.7817 2.0619  0.082
H -1.7209 -1.4775 -1.4501  0.138

***

(15)
Below is a structure of composition C5H10O, with properties calculated with wB97M-V/def2-TZVPD.

Values from the calculation:
Total energy = -7391.4855 eV
F_max = 1.6 eV Å⁻¹
Total charge = 0
LUMO energy = 0.4009 eV
HOMO energy = -0.3254 Eh
Energy relative to the best compared isomer or geometry (same formula, charge and spin) = 316.5 kJ/mol
Frontier orbital gap = 9.256 eV

Last column: Löwdin charge in e.
Positions of all 16 atoms, in Å:
C 0.0949 -0.9774 -1.7073  0.063
C -0.1383 -1.4960 0.2241  0.082
C -0.6227 -0.1863 -0.0774  -0.735
O -1.8059 0.0642 -0.3203  -0.017
C 0.4160 0.8882 0.1657  -0.207
C 0.0266 1.4525 1.5237  -0.088
H 1.1654 -1.1038 -1.7919  0.063
H -0.5206 -1.6981 -2.2193  0.066
H -0.1483 0.0152 -2.1529  0.098
H 0.8931 -1.7110 0.4975  0.092
H -0.8626 -2.1421 0.7564  0.116
H 0.3075 1.6279 -0.6261  0.116
H 1.4497 0.5065 0.1628  0.117
H 0.2640 0.7510 2.3342  0.083
H 0.5363 2.3952 1.7118  0.071
H -1.0553 1.6138 1.5192  0.081